No. 1
This record from the Open Molecules 2025 dataset describes C3H8O as an isolated structure. The level of theory is ωB97M-V/def2-TZVPD.

Cartesian coordinates (Å):
O  0.317  0.737  0.958
C  0.335  0.975  -0.365
C  -0.984  0.483  1.464
C  0.667  -0.979  -1.219
H  1.357  1.236  -0.656
H  1.184  -1.332  -0.328
H  -0.152  -1.656  -1.487
H  -0.139  0.138  -1.101
H  -0.931  0.549  2.553
H  -1.305  -0.527  1.176
H  -1.695  1.215  1.067
H  1.345  -0.839  -2.062

E_HOMO = -0.289 Eh
ΔE to the lowest compared entry with this formula, charge and spin = 417.8 kJ/mol
HOMO-LUMO gap = 8.9 eV

Results of the Mulliken charge analysis, in e, for atoms 1 through 5: O -0.24; C -0.49; C -0.58; C -1.10; H 0.24

No. 2
This record from the Open Molecules 2025 dataset describes C15H19CoN5O2SSb as an isolated structure. The level of theory is ωB97M-V/def2-TZVPD.

Cartesian coordinates (Å):
Sb  -2.166  -2.037  -0.069
Co  0.219  0.663  -0.229
S  2.443  0.501  -0.042
O  0.176  0.027  1.720
O  -0.356  2.740  -0.199
N  1.353  0.018  2.329
N  -4.574  0.818  -0.280
N  -3.058  4.952  -0.208
N  -1.347  1.954  -0.243
N  -0.108  -0.697  -2.999
C  -3.784  -2.289  -1.497
C  -2.832  3.824  -0.240
C  1.344  -0.207  3.663
C  3.718  -0.140  3.711
C  -2.986  -3.232  1.557
C  -2.572  2.426  -0.267
C  -0.902  -3.596  -0.879
C  2.513  0.183  1.633
C  -3.658  1.516  -0.272
C  0.074  -0.157  -1.991
C  -1.880  -3.631  2.529
C  2.501  -0.290  4.384
C  -1.571  -4.940  -1.128
C  3.713  0.091  2.359
C  -4.908  -3.238  -1.107
H  4.631  0.215  1.803
H  -5.387  -2.926  -0.176
H  -2.267  -4.175  3.396
H  -4.553  -4.260  -0.961
H  0.349  -0.312  4.068
H  -0.050  -3.703  -0.203
H  2.453  -0.468  5.448
H  -3.308  -2.606  -2.428
H  -5.685  -3.266  -1.877
H  -1.346  -2.751  2.899
H  -2.411  -4.843  -1.818
H  4.654  -0.201  4.249
H  -3.735  -2.619  2.063
H  -1.140  -4.272  2.044
H  -0.504  -3.170  -1.802
H  -0.875  -5.663  -1.565
H  -1.958  -5.377  -0.203
H  -4.184  -1.291  -1.676
H  -3.500  -4.114  1.171

E_HOMO (alpha / beta) = -0.188 / -0.187 Eh
charge = -1
ΔE to the lowest compared entry with this formula, charge and spin = 30.7 kJ/mol
HOMO-LUMO gap (alpha / beta) = 7.6 / 7.6 eV
multiplicity = 2
⟨S²⟩ = 0.984

Results of the Mulliken charge analysis, in e, for atoms 1 through 5: Sb 0.49; Co 0.42; S -0.35; O -0.68; O -0.70

No. 3
This record from the Open Molecules 2025 dataset describes a 3-piece molecular cluster, C16H45FN9O2P2 overall in a non-equilibrium geometry. The level of theory is ωB97M-V/def2-TZVPD.

Cartesian coordinates (Å):
P  0.251  -4.710  0.479
P  0.970  1.646  -1.612
F  -2.950  4.299  2.345
O  0.006  -3.768  1.635
O  1.924  2.817  -1.547
N  0.348  0.027  -2.009
N  1.817  -4.139  0.010
N  -0.865  7.843  2.215
N  0.224  -6.236  1.285
N  0.803  6.283  1.700
N  0.033  -5.465  -1.127
N  -0.442  2.433  -2.241
N  -1.131  5.662  2.931
N  0.921  1.257  0.076
C  1.201  -0.729  -2.939
C  1.205  -6.556  2.315
C  -0.143  1.651  0.965
C  1.970  -2.693  0.107
C  -3.050  6.616  1.686
C  -1.121  -6.550  1.755
C  -1.188  -5.036  -1.823
C  3.058  -4.794  0.361
C  0.292  -6.867  -1.385
C  -0.364  6.631  2.271
C  -2.218  5.363  1.966
C  -0.249  2.841  -3.629
C  -2.354  7.928  2.109
C  -1.050  -0.244  -2.276
C  2.208  1.384  0.753
C  -1.066  3.490  -1.482
H  0.945  -1.789  -2.922
H  -1.175  3.238  -4.046
H  -0.016  1.169  1.936
H  2.209  -6.609  1.901
H  -0.373  4.321  -1.261
H  -1.574  6.108  3.735
H  1.060  -2.189  -0.223
H  -2.775  8.348  3.016
H  3.017  1.023  0.119
H  1.201  -5.843  3.148
H  -1.119  1.324  0.602
H  0.377  -7.001  -2.467
H  2.435  2.423  1.030
H  -0.403  8.371  1.484
H  -3.302  6.642  0.631
H  -2.565  8.668  1.344
H  -1.924  3.894  -2.023
H  -3.983  6.545  2.241
H  -0.503  -7.529  -1.021
H  1.004  -7.551  2.714
H  -1.204  -1.323  -2.186
H  1.233  -7.192  -0.950
H  3.271  -4.739  1.439
H  1.658  6.778  1.887
H  -2.092  -5.491  -1.399
H  2.187  -2.365  1.132
H  3.890  -4.325  -0.168
H  -0.168  2.744  1.135
H  2.778  -2.351  -0.545
H  -1.139  -5.289  -2.884
H  2.249  -0.643  -2.633
H  0.538  3.598  -3.731
H  -1.463  -5.847  2.524
H  -1.159  -7.561  2.162
H  0.782  5.513  1.046
H  -1.297  -3.949  -1.752
H  -1.833  -6.514  0.922
H  -1.692  5.056  1.055
H  3.066  -5.840  0.049
H  -1.369  0.063  -3.280
H  -1.475  3.111  -0.546
H  1.123  -0.365  -3.971
H  -1.703  0.232  -1.550
H  2.211  0.771  1.656
H  0.032  1.979  -4.242

E_HOMO = -0.342 Eh
charge = +1
HOMO-LUMO gap = 4.8 eV

Results of the Mulliken charge analysis, in e, for atoms 1 through 5: P 0.64; P 0.51; F -0.32; O -0.91; O -0.93

No. 4
This record from the Open Molecules 2025 dataset describes an isolated ion of composition C8H18N7 and charge +1 in a non-equilibrium geometry. The level of theory is ωB97M-V/def2-TZVPD.

Cartesian coordinates (Å):
N  -1.355  -0.170  -0.650
N  2.731  -1.176  0.260
N  0.962  -1.218  -2.049
N  1.286  0.474  1.047
N  -1.059  0.674  1.349
N  -2.783  -0.904  1.066
N  1.086  -0.197  -1.110
C  -1.771  -0.176  0.618
C  -3.584  -1.767  0.220
C  -0.202  0.677  -0.842
C  1.729  -0.294  0.114
C  -0.392  1.655  -1.972
C  0.253  2.673  0.799
C  3.546  -1.173  1.456
C  0.118  1.175  0.602
H  -0.684  3.181  0.588
H  2.905  -0.928  2.299
H  -4.252  -2.348  0.848
H  1.048  -2.140  -1.628
H  0.499  2.257  -2.110
H  3.194  -1.483  -0.583
H  1.654  -1.111  -2.787
H  -4.184  -1.189  -0.485
H  -1.236  2.308  -1.763
H  -1.763  -0.689  -1.409
H  -1.052  0.710  2.354
H  -3.068  -0.787  2.026
H  4.348  -0.434  1.400
H  3.974  -2.165  1.588
H  1.032  3.058  0.148
H  -2.943  -2.455  -0.332
H  -0.586  1.104  -2.890
H  0.547  2.858  1.829

SMILES = CNC1=N[C@]2(C)N/C(=[NH+]/C)N[C@]2(C)N1N
E_HOMO = -0.438 Eh
charge = +1
ΔE to the lowest compared entry with this formula, charge and spin = 0.0 kJ/mol
HOMO-LUMO gap = 9.5 eV

Results of the Mulliken charge analysis, in e, for atoms 1 through 5: N -0.11; N -0.20; N -0.82; N -0.83; N -0.30